(1)
8 unconnected molecules or ions with the total composition C32H62O10 at a distorted geometry. Source: the OMol25 dataset; level of theory: wB97M-V/def2-TZVPD.

Calculated total energy in eV: -54657.6738
LUMO in eV: 0.439
HOMO level in eV: -9.4908
Frontier orbital gap in eV: 9.93
Structure (SMILES): C[C@H]1COC(=O)O1.C1CCOC1.C1CCOC1.C1CCOC1.C1CCOC1.C1CCOC1.C1CCOC1.C1CCOC1
Molar mass in g mol⁻¹: 606.8
Net charge: 0
Maximum force in eV/A: 5.65

```
104
Properties=species:S:1:pos:R:3:forces:R:3:mulliken_charge:R:1
H 4.062733 6.912666 -5.426922 0.3 0.0 0.2 0.308
H 7.540124 0.244032 4.000608 0.3 0.7 0.7 0.336
H -0.802955 2.128966 -3.839499 -0.2 0.0 -0.9 0.231
C 0.380790 -0.401631 -0.153463 -2.6 -0.7 -2.3 0.030
H -4.779611 2.717634 -4.292711 0.4 1.2 0.6 0.287
H 7.749490 1.903156 3.176501 0.6 -0.3 0.3 0.237
H 6.014605 2.753635 4.674497 0.2 -0.1 -0.1 0.425
H -4.242416 0.815761 2.209826 -0.2 0.4 -0.5 0.436
H 0.860479 0.330613 1.840456 -0.5 -0.7 0.0 -0.150
H -2.057308 -2.246494 -3.695349 0.2 -0.1 -0.4 0.411
C 7.085863 1.106742 3.513287 -1.8 0.6 -0.5 -0.515
H 5.169440 2.777931 2.318787 -0.1 0.1 0.3 0.305
C -2.759814 -4.181765 -2.962719 -1.9 0.2 0.3 0.061
C -2.114012 -2.791413 -2.753044 -3.3 1.1 -1.3 0.632
C -3.791214 2.627290 -4.743294 1.5 -2.3 -0.3 -0.535
C 3.146283 -1.444270 6.044437 0.1 1.7 -0.3 -0.545
H -3.424165 1.386511 -2.397429 0.0 0.3 0.0 -0.107
H -2.022086 -3.495181 4.424527 0.3 0.0 0.0 0.333
C 2.622944 5.817689 -4.262425 0.1 -1.8 -0.3 -0.461
H 1.968392 -0.755237 0.940241 0.8 0.6 0.6 0.298
C 3.313039 6.131004 -5.549694 0.8 0.8 -0.3 -0.678
O -0.116240 0.729423 -0.931914 -0.5 -2.0 0.1 -0.258
H -4.210676 -3.519676 1.250067 0.2 0.3 0.2 -0.015
H -4.384624 0.532768 -4.500626 0.3 -0.2 -0.3 0.379
H 0.073917 -1.600789 5.232558 0.2 -0.3 0.4 0.221
H -3.937545 2.640998 -5.823338 0.5 1.7 -0.1 0.353
H -2.735180 0.795632 -5.321670 -0.4 -0.2 -0.2 0.375
H 3.509025 -1.342208 7.067222 -0.2 -1.1 0.3 0.406
C -1.234460 -3.599116 2.341883 -1.2 0.0 -0.2 -0.193
C 4.889524 1.929712 2.943494 -0.8 -0.3 1.2 -0.295
H -5.670866 -0.699555 -1.538767 0.5 -0.2 0.0 0.308
H 4.986609 0.556121 1.114162 -0.5 0.8 -0.1 0.180
C 3.980638 4.801365 -5.918334 -1.1 1.2 -0.3 -0.412
C -1.750083 2.423908 -3.387771 -1.9 -0.5 -0.1 -0.059
O 6.548930 0.523743 2.327160 -0.3 -0.9 -0.8 -0.498
H -3.122326 -4.246880 -3.988607 -0.1 -0.2 0.1 0.373
H -3.966400 -5.227518 1.472917 0.1 -0.2 0.1 0.393
H 4.020680 -1.658192 5.429798 -0.1 -0.4 -0.4 0.250
H 2.736116 1.220618 -0.084999 0.0 0.5 -0.5 0.135
C -2.706946 1.238216 -3.204716 0.2 -1.4 -0.4 0.496
C -2.111442 -4.159661 1.185700 2.1 0.1 -1.3 0.561
O 2.027793 -2.280847 5.842433 -1.0 0.0 -0.7 -0.449
O 0.459917 -4.882342 -1.887835 -4.9 2.3 -1.7 -0.626
H -1.360401 -2.519065 2.266126 0.1 0.2 0.4 -0.224
H -5.343375 1.134155 -0.062648 0.8 0.3 -0.2 0.250
H 5.481312 1.091331 4.967104 -0.5 0.1 -0.1 0.073
C 5.832548 1.786944 4.204960 0.7 -0.7 -1.4 -0.441
C -3.518228 -4.252509 1.664270 0.3 0.0 1.3 -0.255
C 5.104949 0.657987 2.192920 2.3 -0.5 -0.1 -0.089
C -5.550839 0.209415 0.475799 -0.6 1.6 -2.4 -0.799
H 1.866065 5.106084 -4.592333 -1.2 0.7 0.4 0.180
H -3.354401 -4.729865 -0.979770 -0.2 0.4 0.1 -0.120
H -4.689226 -3.923787 -1.895600 0.1 -0.1 0.1 0.276
H -1.431425 2.950557 -2.488223 -0.5 0.0 0.2 0.025
H 3.210402 0.742335 5.448105 0.7 0.0 1.0 0.172
H -2.605333 -2.082214 -2.086900 -0.4 -0.5 0.3 -0.630
C -0.630205 -4.360742 -2.288509 4.6 -3.0 1.1 0.591
H 2.631753 6.545956 -6.292500 -0.1 -0.4 -0.2 0.320
H -2.731076 0.274678 0.453225 0.1 0.1 -0.5 -0.050
O -3.358166 -4.033276 3.078223 -2.0 -0.2 0.4 -0.544
H 3.849627 1.956388 3.269083 -0.1 0.6 -0.1 0.245
H 3.050174 4.092855 -2.943131 0.3 0.0 0.0 0.078
O 4.122813 4.077197 -4.726643 0.4 -0.5 1.1 -0.392
C 2.562049 -0.062780 5.793830 0.2 0.8 -1.0 -0.520
H 2.319757 6.728113 -3.745399 -0.2 -0.6 0.4 0.365
C -4.542652 -0.000217 1.552450 0.0 -1.3 0.9 -0.692
H 1.247888 2.160434 -1.597362 -0.3 0.0 -0.4 0.109
C -2.042379 -4.133641 3.541314 0.8 0.9 -0.5 -0.611
O -0.891390 -3.057239 -2.287900 3.5 -0.7 1.6 -0.232
C 0.711711 1.819827 -0.711585 0.1 0.6 0.5 -0.413
H -4.200961 -5.643157 -2.159285 -0.2 0.1 -0.4 0.415
H -1.728343 -5.135918 0.888596 0.0 -0.1 -0.1 0.565
C -3.363417 -0.559158 0.758108 -0.1 0.7 0.1 0.531
H 4.344780 5.376532 -3.106347 0.4 -0.5 0.5 0.275
H 1.113485 -2.208768 3.916314 -0.1 -0.5 0.3 0.034
H -0.166399 -3.800083 2.258440 -0.2 -0.4 0.1 0.547
C 1.284874 0.090538 0.865603 0.1 -0.7 1.5 0.505
O -1.661010 -5.059876 -2.833492 1.3 0.3 0.6 -0.377
H 1.859704 2.093578 1.140984 0.0 0.2 -0.2 0.312
C 1.738164 1.385568 0.321194 2.0 1.1 0.3 -0.733
H -1.986259 -3.487121 0.337104 -0.1 -0.1 -0.2 -0.731
H 2.077808 0.135131 6.750098 -0.5 0.7 -0.4 0.349
H -2.209422 0.293910 -2.983722 0.3 0.1 0.1 -0.231
C 3.583764 4.775684 -3.604279 -0.2 2.0 -0.7 -0.152
H 0.901148 0.505705 4.411080 0.1 0.0 0.0 0.528
O -3.897048 -1.244414 -0.387932 -0.4 0.3 -0.3 0.079
H -0.003293 2.570148 -0.374107 0.6 0.7 0.2 0.394
H 0.810491 -1.094713 -0.876714 0.6 0.0 0.1 0.237
H -0.454518 -0.978911 0.242907 -0.4 0.3 0.1 -0.518
H -6.606684 0.443717 0.611455 -0.2 -0.9 1.0 0.458
H 4.924581 5.051624 -6.402521 0.1 -0.7 -0.1 0.282
C 1.674067 -0.247010 4.566415 -0.6 -1.5 1.0 0.181
H -5.833341 -1.787705 -0.075734 -0.3 -0.4 -0.7 0.393
C 1.095506 -1.658137 4.856842 1.2 0.4 -0.1 -0.257
C -5.322348 -0.941329 -0.534681 0.6 0.2 2.7 -0.632
C -3.861008 -4.631044 -1.939800 1.3 0.2 -0.5 -0.739
H 2.315553 -0.338022 3.689882 0.0 0.3 -0.1 -0.391
H -4.902583 -0.766939 2.238510 -0.1 -0.3 0.1 0.268
H -2.714062 -1.186014 1.369246 -0.3 -0.5 -0.2 -0.648
H 3.263824 4.247669 -6.524714 0.5 -0.2 -0.6 0.299
O -2.599240 3.322401 -4.153018 -1.4 0.1 -1.3 -0.488
C -3.473438 1.124228 -4.590162 1.3 1.4 2.6 -0.750
H -1.726835 -5.133496 3.839343 -0.2 -0.3 -0.2 0.277
H 4.573553 -0.206896 2.590045 0.0 -0.1 0.6 0.080
```
Forces are in eV/Å.



(2)
A molecular structure, C32H63BGeN7O2S3Si3Y at a distorted geometry. Source: the OMol25 dataset; level of theory: wB97M-V/def2-TZVPD.

Calculated total energy in eV: -163110.7956
LUMO (alpha / beta) in eV: -1.925 / -4.470
HOMO level (alpha / beta) in eV: -9.9719 / -9.9687
Spin multiplicity: 2
Frontier orbital gap (alpha / beta) in eV: 8.05 / 5.50
Molar mass in g mol⁻¹: 930.7
Relative energy (zero: lowest compared OMol25 entry of this formula, charge and spin) in kJ/mol: 0.0
Net charge: +1
Maximum force in eV/A: 2.74
⟨S²⟩: 0.75

```
113
Properties=species:S:1:pos:R:3:forces:R:3:mulliken_spin:R:1
N -1.595545 -1.266300 2.560850 0.1 -0.2 0.0 -0.007
H -5.644483 1.655470 -0.969513 0.0 0.0 0.0 0.000
H -3.746959 0.145238 3.964423 0.0 0.0 0.0 0.000
C -0.535048 0.106577 -5.362717 0.1 0.2 0.2 0.011
H 2.681522 -0.944708 -2.887232 0.0 0.0 0.0 -0.004
Si -1.176878 1.465427 -4.227064 -0.4 -0.3 -0.2 0.028
N -4.460877 2.058511 1.417220 0.2 -0.1 0.1 -0.002
H -6.125957 3.327938 -1.295190 0.0 0.0 0.1 0.000
H 2.728638 4.281207 -0.461937 0.0 0.0 0.0 0.000
C -1.433588 3.063185 -5.207092 0.2 -0.1 0.3 0.040
C 0.847577 0.798834 3.230982 -0.2 0.1 0.3 0.001
H 1.450611 3.418065 0.405615 0.0 0.0 0.0 0.008
H -0.342494 -0.797698 -4.785811 0.0 0.0 0.0 -0.001
C -3.471958 -4.755237 0.790038 0.1 0.1 0.1 0.000
C 3.012672 -0.363651 -3.746892 -0.2 0.2 0.1 0.003
C -3.817920 0.766129 3.087406 0.0 0.0 0.0 0.000
H 2.716932 3.714322 3.156223 0.0 0.0 0.0 0.000
H 2.849490 0.678174 6.202704 0.0 0.0 0.0 0.000
Ge 0.523161 1.970357 -2.542274 0.4 1.7 -1.6 0.365
C 2.920143 3.522775 4.211218 -0.1 0.0 0.0 0.000
H -4.695644 4.664359 1.962233 0.0 0.0 0.0 0.000
H 5.087291 1.759399 -2.851520 0.0 0.0 0.0 0.001
H -1.126062 -5.874303 3.058054 0.0 0.0 0.0 0.000
C -0.960805 -4.946209 0.514200 -0.1 0.0 0.1 0.000
H 1.833920 2.001134 -5.823748 0.1 0.0 0.0 -0.007
N 3.686731 -0.588318 -0.289110 0.2 0.2 0.0 -0.007
C -0.816637 1.767969 4.348557 -0.1 0.0 0.0 0.000
H 2.324423 2.314077 6.630414 0.0 0.0 0.0 0.000
S 1.585240 -0.240555 2.101885 0.2 0.0 -0.4 0.001
C -2.090231 -5.814196 2.551677 0.0 0.0 0.0 0.000
C 2.692894 2.315789 -5.227735 -0.3 0.0 0.2 0.034
C -4.716654 4.433073 0.895735 0.0 -0.2 0.0 0.000
H 4.829767 1.646587 4.070206 0.0 0.0 0.0 0.000
S -2.161622 2.170628 -0.110421 0.5 0.1 -0.6 0.057
H -0.510297 3.372958 -5.701281 0.0 0.0 0.0 -0.006
H -7.136424 1.974551 1.191026 0.0 0.0 0.0 0.000
C 4.161088 2.267279 -2.573389 -0.4 -0.1 0.0 0.005
C -6.726661 2.984994 1.229314 0.0 0.0 0.0 0.000
C -1.436413 -1.939856 3.749407 0.0 0.0 0.1 0.001
H 4.388544 -1.258494 -0.044157 0.0 0.1 0.0 0.001
H 3.599052 2.056111 -5.779123 0.0 0.0 0.0 0.007
H 1.371165 6.335306 -2.982224 0.0 0.0 0.1 0.007
H -1.759740 4.876862 -2.282396 0.0 0.1 0.0 0.000
Y 0.095276 -0.030148 -0.682598 -0.9 -1.6 2.0 0.325
H 0.623129 -3.396031 -2.350712 0.0 0.1 0.0 0.001
H 2.235489 4.122918 4.810866 0.0 0.0 0.0 0.000
C -1.633842 -3.248788 3.507128 -0.1 0.0 0.2 -0.001
C -4.853350 1.479843 2.616000 -0.1 -0.1 0.1 0.000
C -5.370288 2.701280 -0.821072 0.1 -0.1 0.1 0.001
C 1.665312 4.295014 -0.211380 -0.1 -0.1 -0.3 0.004
H -2.255525 -6.763693 2.046165 0.0 0.0 0.0 0.000
N 1.385128 1.630750 4.167719 -0.2 -0.1 -0.1 -0.001
C -2.112937 -4.713909 1.493429 0.0 -0.2 -0.2 0.000
H -1.610334 -4.080279 4.184475 0.0 0.1 0.0 0.000
H 3.936919 3.847504 4.430334 0.0 0.0 0.0 0.000
H 1.473523 5.185317 0.390659 0.0 0.0 0.0 -0.001
H -0.992171 -4.222075 -0.294111 0.0 0.0 -0.1 0.000
H 2.655955 3.402744 -5.132920 0.0 0.0 0.0 0.000
H -3.700594 4.480657 0.504539 0.0 0.0 0.0 0.000
C 3.861569 1.284741 3.722177 -0.2 -0.1 -0.1 0.001
H -1.487818 4.792402 -0.548530 0.0 0.0 0.0 0.000
C 0.532042 -2.400857 -1.890290 0.1 -0.4 -0.1 0.012
C 0.337462 2.224460 4.860776 -0.1 0.1 0.0 0.001
H -2.885487 -5.684677 3.287331 0.0 0.0 0.0 0.000
H -6.777560 3.360624 2.251793 0.0 0.0 0.0 0.000
H 3.813635 0.211059 3.886159 0.0 0.0 0.0 0.000
N -0.501679 0.875800 3.347608 0.2 0.2 0.0 0.010
O 1.043212 -2.203338 -0.760237 0.0 0.4 0.0 0.008
H -4.419659 2.893375 -1.303709 0.1 -0.1 -0.1 0.001
C -5.305677 3.037333 0.670489 -0.1 0.3 -0.2 0.000
H -0.940563 6.207132 -1.453660 0.1 0.0 -0.1 0.000
H -3.541971 0.687726 -4.160902 0.1 0.0 -0.1 -0.003
H -4.269480 -4.526229 1.499102 0.0 0.0 0.0 0.000
H -2.189806 2.899845 -5.978028 0.0 -0.1 0.0 0.009
H -0.001656 -4.853339 1.026113 0.0 0.0 0.0 0.000
H 4.020585 2.000709 6.272043 0.0 0.0 0.0 0.000
H -2.619897 0.011214 -2.814292 0.0 0.0 0.0 0.001
H -3.169302 1.685100 -2.748978 0.0 0.0 0.0 0.006
H 4.055213 2.200054 -1.492435 0.0 0.0 0.1 0.000
C 2.803615 0.129539 -0.485108 -0.2 -0.4 -0.2 0.027
H 0.495162 2.928846 5.655787 0.0 0.0 0.0 0.000
H -3.515837 -4.047070 -0.030607 0.0 0.1 -0.1 -0.001
N -2.767289 0.917177 2.206132 -0.2 0.1 -0.1 0.002
H -1.039849 -5.948624 0.092015 0.0 0.0 0.0 0.000
H 2.479917 -0.741291 -4.621576 0.0 0.0 0.0 0.001
Si 2.706848 1.492594 -3.520691 0.5 -0.1 -0.2 0.048
H -1.276379 -0.127569 -6.129982 -0.1 0.1 0.0 0.003
C -1.866657 -2.158308 1.585967 -0.1 0.0 0.3 -0.003
H 3.781583 1.478069 2.655833 0.0 0.0 -0.1 0.000
H -0.856741 0.362497 1.251892 -0.2 0.1 0.2 0.005
H -1.833037 1.999523 4.615531 0.0 0.0 0.0 0.000
B -1.414873 0.234835 2.307203 0.1 -0.3 -0.3 0.007
O -0.079310 -1.497245 -2.524399 0.0 0.6 0.3 0.018
C -1.050005 5.120815 -1.487621 0.1 -0.3 -0.1 0.000
H -1.769129 3.884910 -4.571571 0.0 0.0 0.0 -0.005
H -3.639200 -5.756367 0.392842 0.0 0.0 0.0 0.000
Si 0.614735 4.286384 -1.792125 0.1 0.3 0.3 -0.037
S -2.161087 -1.714093 -0.041445 0.1 0.1 -0.4 0.018
H -5.322964 5.181074 0.384942 0.0 0.0 0.0 0.000
H 1.047846 5.043882 -4.139212 0.0 0.1 0.0 -0.006
H -7.356545 3.624139 0.613702 0.0 0.0 0.0 0.000
H 4.272358 3.322382 -2.831386 0.0 0.0 0.0 0.001
C 1.482046 5.264105 -3.161342 0.0 -0.3 0.1 0.035
H -5.831882 1.612361 3.034532 0.0 0.0 0.0 0.000
C -3.164754 1.707946 1.183568 0.0 -0.2 0.3 -0.003
H -1.187640 -1.431662 4.665008 0.0 0.0 0.0 0.000
C -2.780415 0.913557 -3.410712 0.3 0.1 -0.1 -0.007
C 2.786301 2.025742 4.508591 0.3 0.1 0.1 0.000
H 4.077143 -0.562024 -3.889022 0.0 0.1 0.0 -0.001
H 2.549835 5.040350 -3.208787 0.0 0.0 0.0 -0.002
C 2.999436 1.738858 5.997465 -0.1 0.0 0.0 0.000
N -1.917387 -3.392121 2.159421 0.2 0.2 0.0 0.000
H 0.389502 0.395272 -5.866983 -0.1 0.0 0.0 -0.006
```
Forces are in eV/Å.